Version P
Here is 5 unconnected molecules or ions with the total composition C5H20N2O5 from the OMol25 dataset. Energies are from the ωB97M-V functional and the def2-TZVPD basis.

The geometry in XYZ format:
```
32
C5H20N2O5, DFT the ωB97M-V functional and the def2-TZVPD basis
O -1.590 3.124 -0.523
O -1.273 -2.537 -0.431
O 1.024 -1.840 -1.586
O 3.191 -0.785 -0.417
O 1.998 0.519 -2.478
N 0.313 1.547 1.088
N -2.506 0.297 0.023
C 1.631 1.861 0.470
C -2.097 -2.400 0.464
C -0.078 0.142 0.793
C -1.909 -1.451 1.615
C -1.587 -0.003 1.121
H -3.006 -3.051 0.457
H 1.534 1.881 -0.690
H 0.340 1.699 2.074
H 0.028 -0.109 -0.355
H -1.155 -1.807 2.265
H 0.460 -0.603 1.355
H 3.982 -1.438 -0.482
H 0.194 -2.018 -1.090
H -1.138 3.248 -1.352
H 2.403 1.100 0.702
H -0.962 2.762 0.124
H 1.466 -0.288 -2.298
H 2.398 -1.209 -0.728
H -2.148 -0.108 -0.823
H 2.711 0.425 -1.856
H -2.522 1.267 -0.133
H 1.945 2.865 0.783
H 1.064 -2.442 -2.354
H -2.836 -1.405 2.244
H -1.875 0.756 2.019
```

- Gap between HOMO and LUMO: 9.464 eV
- SMILES: CNC[C@@H](N)CC=O.O.O.O.O
- Molar mass: 188.22 g mol⁻¹
- LUMO level: 0.35 eV
- HOMO: -9.12 eV
- 2S+1: 1

=====

Version Q
Here is 5 unconnected molecules or ions with the total composition C5H20N2O5 from the OMol25 dataset. Energies are from the ωB97M-V functional and the def2-TZVPD basis.

The geometry in XYZ format:
```
32
C5H20N2O5, DFT the ωB97M-V functional and the def2-TZVPD basis
O 0.344 -1.626 -2.602
O 3.740 -3.567 -0.273
O -0.422 1.931 -0.622
O 0.721 1.848 2.843
O -0.080 -0.802 0.177
N -0.583 3.529 1.108
N -2.085 3.655 -0.525
C -0.238 0.871 3.116
C -0.382 -0.563 -3.118
C -1.272 -1.494 0.493
C 2.644 -3.338 -1.092
C -1.009 3.028 -0.038
H -1.619 -1.158 1.504
H -0.354 0.792 4.171
H -0.143 -0.418 -4.189
H 4.351 -4.217 -0.751
H -1.446 -0.687 -2.962
H 2.865 -2.858 -2.032
H -0.290 0.115 0.026
H -2.110 -1.167 -0.199
H 1.945 -2.735 -0.507
H -1.158 -2.562 0.413
H 1.367 1.735 3.567
H -2.394 3.140 -1.435
H -0.953 4.374 1.542
H -1.116 0.908 2.450
H 0.271 -0.099 2.840
H -2.712 4.145 0.078
H 0.235 -1.704 -1.655
H 2.059 -4.236 -1.425
H -0.093 2.813 1.635
H -0.096 0.349 -2.541
```

- Gap between HOMO and LUMO: 9.607 eV
- SMILES: NC(N)=O.CO.CO.CO.CO
- Molar mass: 188.22 g mol⁻¹
- LUMO level: 0.43 eV
- HOMO: -9.18 eV
- 2S+1: 1

=====

Quick ranking, most stable first: version P, version Q.

=====

Version P
Here is 2 unconnected molecules or ions with the total composition C3H9N2O from the OMol25 dataset. Energies are from the ωB97M-V functional and the def2-TZVPD basis.

The geometry in XYZ format:
```
15
C3H9N2O, DFT the ωB97M-V functional and the def2-TZVPD basis
O -1.807 1.035 -0.028
N 1.651 -0.038 -0.343
N -2.013 -0.146 -0.481
C 0.688 -0.056 0.464
C -2.919 -0.909 0.296
C 3.009 0.458 -0.239
H -2.483 -0.936 1.253
H 3.633 -0.393 -0.631
H -3.969 -0.336 0.421
H 3.190 0.595 0.781
H -2.846 -1.892 -0.187
H 1.382 -0.398 -1.229
H -1.263 1.413 -0.698
H 3.052 1.400 -0.847
H 0.695 0.202 1.467
```

- Gap between HOMO and LUMO (spin up / spin down): 5.648 / 10.085 eV
- Total charge: +1
- Molar mass: 89.12 g mol⁻¹
- LUMO level (spin up / spin down): -6.64 / -4.47 eV
- HOMO (spin up / spin down): -12.28 / -14.56 eV
- 2S+1: 1

=====

Version Q
Here is a molecular structure, C3H9N2O from the OMol25 dataset. Energies are from the ωB97M-V functional and the def2-TZVPD basis.

The geometry in XYZ format:
```
15
C3H9N2O, DFT the ωB97M-V functional and the def2-TZVPD basis
O -1.447 -1.776 0.159
N 0.051 -0.416 -0.535
N -0.902 -0.744 0.197
C 0.753 -1.325 -1.528
C -1.856 0.440 1.453
C 0.582 0.937 -0.377
H -1.559 1.380 1.151
H 0.046 1.821 -0.710
H 0.221 -1.262 -2.529
H 0.531 1.083 0.775
H 1.769 -0.770 -1.671
H 0.704 -2.391 -1.137
H -2.818 0.074 1.173
H -1.296 -0.009 2.392
H 1.634 0.935 -0.814
```

- Gap between HOMO and LUMO: 10.608 eV
- Total charge: +1
- Molar mass: 89.12 g mol⁻¹
- LUMO level: -4.78 eV
- HOMO: -15.39 eV
- 2S+1: 1

=====

Version R
Here is a gas-phase ion, C3H9N2O (charge +1) from the OMol25 dataset. Energies are from the ωB97M-V functional and the def2-TZVPD basis.

The geometry in XYZ format:
```
15
C3H9N2O, DFT the ωB97M-V functional and the def2-TZVPD basis
O 0.277 -1.499 -0.683
N -0.329 -1.235 1.480
N 0.565 0.830 -1.485
C -0.756 1.685 0.523
C 0.325 0.695 0.033
C -0.041 -0.770 0.246
H 1.512 1.170 -1.651
H 0.040 1.506 -2.056
H 0.434 -0.205 -1.687
H -1.082 -0.880 2.044
H -0.316 2.662 0.365
H 0.053 -2.153 1.654
H -1.075 1.411 1.524
H 1.295 0.960 0.484
H -1.631 1.599 -0.125
```

- Gap between HOMO and LUMO: 11.560 eV
- SMILES: C[C@H]([NH3+])C(N)=O
- Total charge: +1
- Molar mass: 89.12 g mol⁻¹
- LUMO level: -3.60 eV
- HOMO: -15.16 eV
- 2S+1: 1

=====

Quick ranking, most stable first: version R, version Q, version P.